# C47H100AlN5O50

A molecular structure, C47H100AlN5O50 at a distorted geometry (ωB97M-V/def2-TZVPD, the OMol25 dataset).

Each line ends with the Löwdin charge.
Atoms and positions in Å:
Al  -23.728  -12.429  -15.162  1.222
C  -20.997  -17.204  -14.082  0.044
C  -21.167  -16.055  -15.129  -0.374
C  -21.508  -16.731  -16.468  -0.017
O  -22.012  -14.982  -14.878  0.155
H  -20.229  -17.908  -14.400  0.086
H  -21.944  -17.708  -13.890  0.087
H  -20.543  -16.859  -13.153  0.097
H  -20.173  -15.616  -15.211  0.197
H  -20.850  -17.552  -16.749  0.082
H  -21.370  -16.115  -17.356  0.087
H  -22.487  -17.205  -16.395  0.095
C  -19.534  -14.825  -4.118  -0.045
O  -18.928  -15.492  -5.214  -0.009
C  -19.145  -15.039  -6.471  -0.612
O  -19.730  -14.011  -6.756  0.103
O  -18.565  -15.860  -7.288  0.019
C  -18.478  -15.580  -8.690  -0.023
H  -18.703  -14.376  -3.573  0.098
H  -19.989  -15.600  -3.502  0.091
H  -20.305  -14.091  -4.354  0.094
H  -17.552  -15.012  -8.783  0.106
H  -19.307  -14.942  -8.997  0.084
H  -18.593  -16.437  -9.354  0.063
C  -23.538  -17.932  -6.185  -0.057
O  -23.120  -18.577  -7.304  -0.010
C  -22.655  -17.936  -8.355  -0.558
O  -22.190  -16.762  -8.349  0.076
O  -22.691  -18.725  -9.402  0.004
C  -22.420  -18.255  -10.688  -0.035
H  -23.749  -18.779  -5.532  0.111
H  -24.472  -17.408  -6.391  0.108
H  -22.801  -17.204  -5.847  0.103
H  -21.332  -18.199  -10.651  0.105
H  -22.776  -17.233  -10.818  0.081
H  -22.858  -18.936  -11.418  0.084
C  -30.374  -18.191  -17.086  -0.089
O  -29.186  -18.217  -17.744  -0.020
C  -28.054  -18.711  -17.134  -0.434
O  -27.925  -19.070  -15.934  0.079
O  -27.034  -18.713  -18.083  -0.022
C  -25.641  -18.750  -17.813  -0.033
H  -30.373  -17.434  -16.301  0.097
H  -30.615  -19.186  -16.711  0.109
H  -31.111  -17.821  -17.800  0.103
H  -25.452  -19.338  -16.915  0.076
H  -25.259  -17.741  -17.653  0.075
H  -25.163  -19.380  -18.563  0.100
C  -21.148  -12.358  -20.184  -0.076
O  -22.246  -11.530  -20.221  0.023
C  -23.298  -11.709  -19.370  -0.466
O  -23.257  -12.502  -18.456  0.053
O  -24.382  -10.930  -19.777  0.003
C  -25.587  -10.868  -19.123  -0.076
H  -21.045  -12.977  -21.075  0.090
H  -21.006  -13.009  -19.321  0.072
H  -20.246  -11.746  -20.165  0.104
H  -25.984  -11.875  -18.998  0.085
H  -26.304  -10.215  -19.621  0.112
H  -25.526  -10.557  -18.080  0.087
C  -23.859  -16.160  -19.404  -0.025
O  -25.271  -15.958  -19.150  0.011
C  -25.550  -15.136  -18.117  -0.518
O  -24.786  -14.491  -17.388  0.018
O  -26.904  -15.273  -17.926  -0.010
C  -27.733  -14.305  -17.246  -0.017
H  -23.374  -16.700  -18.591  0.053
H  -23.293  -15.240  -19.551  0.090
H  -23.631  -16.657  -20.347  0.101
H  -27.288  -13.313  -17.178  0.085
H  -28.188  -14.610  -16.304  0.088
H  -28.650  -14.265  -17.834  0.099
C  -20.670  -9.148  -17.473  -0.046
O  -19.869  -10.261  -17.793  -0.002
C  -20.069  -11.399  -16.996  -0.436
O  -21.047  -11.666  -16.254  -0.007
O  -19.186  -12.304  -17.468  0.012
C  -19.217  -13.660  -17.164  -0.052
H  -20.272  -8.233  -17.913  0.111
H  -20.723  -8.975  -16.398  0.072
H  -21.713  -9.279  -17.760  0.097
H  -18.995  -13.913  -16.127  0.076
H  -18.527  -14.254  -17.763  0.083
H  -20.160  -14.088  -17.504  0.084
C  -26.449  -21.211  -13.358  -0.039
O  -25.967  -21.366  -12.042  0.009
C  -26.026  -20.440  -11.104  -0.603
O  -26.615  -19.413  -11.160  0.148
O  -25.373  -20.972  -10.016  -0.013
C  -25.512  -20.308  -8.746  -0.030
H  -26.155  -20.246  -13.770  0.077
H  -27.528  -21.365  -13.391  0.104
H  -26.102  -21.893  -14.134  0.094
H  -26.579  -20.181  -8.564  0.101
H  -24.948  -19.376  -8.770  0.068
H  -25.173  -20.835  -7.854  0.100
C  -19.103  -13.713  -13.024  -0.018
O  -19.107  -12.303  -12.739  0.014
C  -20.211  -11.520  -13.032  -0.505
O  -21.385  -11.912  -13.322  -0.014
O  -19.773  -10.333  -12.757  0.037
C  -20.518  -9.159  -13.222  0.035
H  -18.516  -13.901  -13.923  0.067
H  -20.131  -14.026  -13.206  0.069
H  -18.566  -14.305  -12.283  0.101
H  -21.577  -9.343  -13.042  0.097
H  -20.225  -8.921  -14.245  0.082
H  -20.253  -8.315  -12.585  0.105
C  -17.331  -16.965  -16.428  -0.032
O  -17.042  -15.778  -15.684  -0.017
C  -16.213  -15.811  -14.641  -0.550
O  -15.634  -16.817  -14.292  0.138
O  -16.123  -14.605  -14.028  -0.021
C  -15.403  -14.371  -12.839  -0.037
H  -17.963  -17.662  -15.877  0.080
H  -16.451  -17.541  -16.713  0.088
H  -17.920  -16.710  -17.309  0.076
H  -15.842  -14.914  -12.002  0.072
H  -15.501  -13.379  -12.399  0.102
H  -14.346  -14.613  -12.950  0.111
C  -23.404  -23.298  -20.314  -0.045
O  -23.292  -21.911  -20.518  -0.004
C  -22.685  -21.120  -19.601  -0.541
O  -22.006  -21.519  -18.605  0.050
O  -22.770  -19.899  -20.056  0.001
C  -21.865  -18.858  -19.643  -0.012
H  -23.924  -23.490  -19.375  0.105
H  -22.396  -23.679  -20.155  0.089
H  -23.652  -23.834  -21.230  0.106
H  -21.842  -18.207  -20.516  0.095
H  -20.892  -19.350  -19.669  0.088
H  -22.010  -18.540  -18.610  0.074
C  -23.505  -14.138  -10.581  -0.022
O  -24.030  -12.880  -10.112  0.044
C  -24.417  -11.997  -11.035  -0.548
O  -24.313  -12.131  -12.258  -0.026
O  -25.164  -11.065  -10.427  0.011
C  -26.023  -10.171  -11.191  -0.001
H  -22.626  -14.110  -11.224  0.091
H  -24.255  -14.841  -10.945  0.087
H  -23.107  -14.683  -9.726  0.082
H  -26.985  -10.658  -11.348  0.087
H  -25.592  -9.953  -12.169  0.083
H  -26.094  -9.218  -10.667  0.102
C  -13.410  -18.495  -16.454  -0.054
O  -14.653  -19.172  -16.569  -0.046
C  -15.021  -19.843  -15.421  -0.528
O  -14.301  -20.155  -14.483  0.135
O  -16.296  -20.242  -15.640  -0.044
C  -16.871  -21.168  -14.781  -0.071
H  -13.361  -17.653  -17.144  0.086
H  -12.718  -19.154  -16.978  0.108
H  -13.213  -17.930  -15.544  0.105
H  -16.851  -20.973  -13.708  0.046
H  -16.357  -22.121  -14.904  0.108
H  -17.899  -21.149  -15.143  0.084
C  -25.123  -17.043  -13.228  -0.012
O  -26.421  -16.369  -13.132  -0.004
C  -26.619  -14.983  -13.235  -0.482
O  -25.674  -14.221  -13.496  -0.001
O  -27.870  -14.687  -12.874  0.036
C  -28.278  -13.293  -12.773  -0.010
H  -24.272  -16.420  -12.951  0.069
H  -25.080  -17.486  -14.223  0.090
H  -25.065  -17.902  -12.560  0.074
H  -27.510  -12.591  -13.096  0.078
H  -28.516  -13.024  -11.744  0.099
H  -29.180  -12.979  -13.299  0.097
C  -18.013  -15.665  -20.638  0.057
N  -19.357  -16.143  -21.083  -0.400
O  -20.297  -15.325  -21.056  0.034
O  -19.394  -17.331  -21.359  0.080
H  -17.464  -16.505  -20.212  0.097
H  -18.172  -14.971  -19.812  0.070
H  -17.465  -15.180  -21.446  0.114
C  -16.478  -19.115  -11.951  0.046
N  -16.530  -17.769  -11.274  -0.352
O  -15.499  -17.131  -10.910  0.061
O  -17.659  -17.238  -11.312  -0.015
H  -17.031  -18.979  -12.881  0.082
H  -16.913  -19.928  -11.369  0.094
H  -15.424  -19.315  -12.141  0.102
C  -18.405  -23.830  -10.861  0.053
N  -17.985  -22.926  -11.992  -0.448
O  -18.671  -21.923  -12.010  0.042
O  -16.954  -23.227  -12.492  0.109
H  -17.668  -24.632  -10.813  0.096
H  -19.357  -24.312  -11.084  0.102
H  -18.332  -23.202  -9.973  0.106
C  -17.892  -21.639  -18.675  0.066
N  -17.566  -20.227  -18.499  -0.445
O  -18.329  -19.424  -17.965  0.010
O  -16.546  -19.869  -19.030  0.089
H  -16.905  -22.087  -18.561  0.113
H  -18.307  -21.739  -19.678  0.120
H  -18.527  -21.828  -17.809  0.097
C  -21.008  -20.525  -15.486  0.064
N  -22.291  -20.136  -14.772  -0.436
O  -23.256  -19.893  -15.447  0.064
O  -22.323  -20.217  -13.552  0.055
H  -21.043  -21.613  -15.524  0.117
H  -20.108  -20.136  -15.008  0.080
H  -21.222  -20.138  -16.482  0.069

Calculated values
Total charge ... +2
Multiplicity ... 1
HOMO energy ... -13.09 eV

# C41H51GeN4O7PV

A molecular structure, C41H51GeN4O7PV (ωB97M-V/def2-TZVPD, the OMol25 dataset).

Each line ends with the Mulliken spin population.
Atoms and positions in Å:
V  -0.464  -0.885  0.089  1.732
N  -1.742  -1.387  1.837  0.016
C  -3.120  -1.822  1.539  0.009
C  -3.148  -2.734  0.327  0.006
N  -2.439  -2.088  -0.781  0.005
H  -1.300  -1.982  2.526  0.003
H  -1.779  -0.430  2.199  0.005
H  -3.696  -0.916  1.345  -0.002
H  -3.580  -2.322  2.396  0.000
H  -4.190  -2.971  0.080  0.000
H  -2.642  -3.680  0.557  -0.001
H  -2.785  -1.138  -0.908  0.002
H  -2.595  -2.559  -1.666  0.001
O  -2.785  -6.530  -3.299  0.000
C  -1.466  -6.960  -3.031  0.000
N  -0.988  -6.031  -2.037  0.000
C  0.266  -6.107  -1.543  0.000
O  1.068  -6.950  -1.907  -0.001
C  0.626  -5.076  -0.512  -0.005
C  1.509  -5.382  0.514  0.016
C  1.824  -4.394  1.428  -0.015
C  1.269  -3.131  1.273  0.045
N  0.438  -2.820  0.272  -0.057
C  0.126  -3.787  -0.595  0.033
H  -3.200  -7.148  -3.906  0.000
H  -0.831  -6.907  -3.920  0.000
H  -1.443  -7.984  -2.642  0.000
H  -1.671  -5.421  -1.619  0.000
H  1.938  -6.374  0.567  0.000
H  2.504  -4.561  2.251  -0.001
H  1.515  -2.317  1.943  -0.005
H  -0.527  -3.493  -1.407  0.024
C  -0.605  -0.738  -4.649  -0.002
O  -0.718  -1.029  -3.253  0.004
P  0.310  -0.400  -2.165  -0.041
O  0.406  1.113  -2.634  0.008
C  0.182  2.263  -1.802  0.012
O  1.745  -0.863  -2.766  0.005
C  2.181  -2.204  -2.585  0.013
H  0.163  -1.367  -5.101  0.000
H  -0.357  0.311  -4.805  0.000
H  -1.570  -0.957  -5.101  0.000
H  0.851  3.037  -2.170  0.000
H  0.409  2.026  -0.762  -0.022
H  -0.858  2.569  -1.895  0.002
H  2.415  -2.396  -1.536  -0.007
H  3.082  -2.329  -3.181  0.000
H  1.428  -2.915  -2.936  -0.001
C  -4.910  5.969  -2.337  0.000
C  -4.280  4.779  -1.668  0.000
C  -4.694  3.488  -1.963  0.000
C  -4.123  2.378  -1.350  0.003
C  -4.588  0.999  -1.734  0.000
C  -3.130  2.576  -0.389  0.003
C  -2.697  3.866  -0.069  -0.001
C  -1.628  4.105  0.959  0.005
C  -3.273  4.946  -0.727  0.000
C  -2.507  1.406  0.336  -0.005
O  -2.572  1.323  1.561  0.003
O  -1.898  0.565  -0.427  0.029
H  -5.512  5.669  -3.194  0.000
H  -4.153  6.673  -2.687  0.000
H  -5.560  6.511  -1.648  0.000
H  -5.475  3.338  -2.701  0.000
H  -5.450  1.057  -2.399  0.000
H  -4.882  0.415  -0.858  0.000
H  -3.795  0.451  -2.244  0.000
H  -0.871  3.321  0.962  -0.010
H  -2.046  4.122  1.966  0.000
H  -1.136  5.061  0.777  0.000
H  -2.922  5.946  -0.493  0.000
C  0.791  0.010  0.819  -0.774
Ge  2.175  1.033  1.647  0.053
C  3.300  -0.235  2.625  -0.010
C  3.393  -0.284  4.014  -0.001
C  4.194  -1.229  4.648  0.000
C  4.921  -2.140  3.899  -0.001
C  4.851  -2.101  2.511  -0.005
C  4.049  -1.157  1.888  -0.010
C  3.385  1.922  0.402  0.006
C  4.290  2.907  0.809  -0.005
C  5.174  3.487  -0.090  -0.001
C  5.179  3.086  -1.420  0.000
C  4.305  2.096  -1.838  -0.005
C  3.423  1.522  -0.931  -0.011
C  1.411  2.301  2.914  -0.015
C  0.516  1.819  3.872  -0.021
C  -0.070  2.661  4.805  -0.008
C  0.222  4.018  4.793  -0.001
C  1.089  4.523  3.837  0.000
C  1.674  3.671  2.907  0.005
H  2.836  0.424  4.619  -0.001
H  4.253  -1.248  5.729  0.000
H  5.549  -2.872  4.392  0.000
H  5.429  -2.799  1.918  0.000
H  4.012  -1.133  0.803  0.006
H  4.333  3.216  1.846  0.000
H  5.863  4.250  0.250  0.000
H  5.867  3.540  -2.121  0.000
H  4.300  1.770  -2.871  0.000
H  2.742  0.755  -1.278  -0.009
H  0.257  0.766  3.887  0.002
H  -0.765  2.264  5.533  0.000
H  -0.237  4.680  5.516  0.000
H  1.308  5.583  3.807  0.000
H  2.328  4.096  2.159  0.000

Calculated values
Total charge ... 0
Multiplicity ... 2
HOMO energy (spin up / spin down) ... -7.22 / -7.07 eV
ΔE to the lowest compared entry with this formula, charge and spin ... 4.8 kcal/mol